(1)
The molecule C3H7NO2. Source: the Open Molecules 2025 dataset; level of theory: the ωB97M-V functional and the def2-TZVPD basis.

SMILES = N[C@@H](C=O)CO
LUMO energy = 0.8 eV
Charge = 0
Relative energy (zero: lowest compared OMol25 entry of this formula, charge and spin) = 1.912 eV
Highest occupied orbital energy = -9.1952 eV

Structure (XYZ):
```
13
Properties=species:S:1:pos:R:3:forces:R:3:lowdin_charge:R:1
N -0.03219 -1.03299 1.13623 1.096 0.002 -0.688 0.058
C 0.38735 -0.35963 -0.07334 -0.525 0.637 0.779 -0.356
C -0.53069 -0.65085 -1.23907 0.724 -0.041 0.050 -0.239
O -1.62177 -1.12763 -1.11071 -0.176 -0.157 -0.268 0.073
C 0.28528 1.16855 0.08874 0.527 -0.057 0.810 -0.220
O 1.43582 1.58936 0.83685 -0.250 0.037 -0.105 -0.067
H -0.16977 -0.41064 1.91079 -0.428 -0.300 0.150 0.073
H -0.68584 -1.77079 0.95139 -0.474 0.194 0.439 0.069
H 1.44731 -0.54838 -0.28322 -0.132 -0.163 -0.463 0.144
H -0.10946 -0.33071 -2.21735 -0.298 -0.094 -0.034 0.131
H -0.61274 1.38968 0.68897 -0.007 -0.019 -0.550 0.132
H 0.27310 1.67862 -0.87556 -0.161 0.046 -0.098 0.116
H 1.28059 2.49511 1.12720 0.103 -0.086 -0.022 0.086
```
Positions in Å, forces in eV/Å.

(2)
A cluster of 2 separate species, C7H8O2S in total. Source: the Open Molecules 2025 dataset; level of theory: the ωB97M-V functional and the def2-TZVPD basis.

LUMO energy (alpha / beta) = 0.1 / 0.4 eV
Charge = 0
Relative energy (zero: lowest compared OMol25 entry of this formula, charge and spin) = 4.474 eV
Highest occupied orbital energy (alpha / beta) = -8.1827 / -6.4944 eV

Structure (XYZ):
```
18
Properties=species:S:1:pos:R:3:forces:R:3:lowdin_charge:R:1
C -2.53340 -0.56260 1.20276 -0.367 -0.309 -0.167 -0.194
C -1.51037 0.37028 1.04123 0.321 0.328 -0.327 -0.126
C -3.10468 -0.94904 0.02316 0.127 0.077 -0.050 -0.421
C -1.29072 0.71288 -0.29635 -0.287 -0.169 -0.019 -0.547
C 2.88510 -0.45416 -0.70215 0.602 0.393 -0.504 -0.154
C 1.50531 -0.58373 -1.11990 0.254 0.129 0.129 -0.092
C -0.37874 1.60176 -0.83836 0.263 -0.340 -0.275 -0.228
O 1.85278 -0.90778 0.16679 -0.762 -0.190 0.462 -0.046
O 0.43991 2.38015 -0.10976 0.218 0.141 0.362 0.030
S -2.39168 -0.17159 -1.33632 0.156 0.117 0.358 1.006
H -2.84631 -0.94178 2.15898 -0.074 -0.092 0.152 0.102
H -0.94453 0.77420 1.86071 0.118 0.107 0.178 0.104
H -3.90027 -1.64722 -0.13166 -0.215 -0.196 0.019 0.055
H 3.62336 -1.20808 -0.95845 -0.011 -0.010 -0.004 0.102
H 3.28151 0.52705 -0.47366 0.013 0.078 0.027 0.100
H 1.08379 -1.32914 -1.77352 -0.335 -0.156 -0.132 0.095
H -0.34122 1.81596 -1.89184 0.007 0.069 -0.104 0.115
H 0.45300 2.08139 0.80945 -0.028 0.024 -0.106 0.101
```
Positions in Å, forces in eV/Å.

Calculated DFT total energy in order - -8808.6170 -22313.9163 eV